Here is a molecular structure, C37H38MnN12O4 in a non-equilibrium geometry from the OMol25 dataset. Energies are from wB97M-V/def2-TZVPD.

Structure (XYZ):
```
92
C37H38MnN12O4 (wB97M-V/def2-TZVPD)
Mn 0.005 0.515 -0.836
C -0.217 -3.524 -2.998
C -0.545 -2.254 -2.291
N 0.235 -1.240 -2.218
N 1.453 -1.282 -2.858
C 1.883 -0.026 -2.866
O 1.174 0.969 -2.553
C 3.322 0.203 -3.235
C 4.202 -0.863 -3.403
C 5.548 -0.624 -3.642
C 6.021 0.682 -3.715
C 5.144 1.747 -3.548
C 3.798 1.506 -3.304
C -1.894 -2.016 -1.686
C -2.932 -2.930 -1.776
C -4.182 -2.558 -1.302
C -4.350 -1.299 -0.747
C -3.242 -0.464 -0.679
N -2.050 -0.815 -1.139
H 0.840 -3.524 -3.246
H -0.790 -3.634 -3.923
H -0.442 -4.393 -2.374
H 3.817 -1.871 -3.333
H 6.228 -1.456 -3.772
H 7.072 0.868 -3.899
H 5.509 2.764 -3.606
H 3.100 2.316 -3.139
H -2.767 -3.907 -2.212
H -5.015 -3.246 -1.369
H -5.306 -0.970 -0.366
H -3.308 0.518 -0.225
N 0.853 2.079 2.126
C 0.183 2.894 1.336
N 0.057 4.168 1.749
C -0.630 4.964 0.950
N -0.788 6.249 1.330
N -1.205 4.612 -0.218
C -1.008 3.347 -0.524
N -0.350 2.423 0.160
C -1.590 2.863 -1.816
C -2.334 3.673 -2.654
C -2.750 3.140 -3.863
C -2.399 1.838 -4.188
C -1.665 1.100 -3.276
N -1.289 1.608 -2.106
H 1.215 2.454 2.985
H 0.948 1.092 1.921
H -0.331 6.571 2.161
H -1.246 6.891 0.711
H -2.555 4.687 -2.355
H -3.332 3.741 -4.549
H -2.683 1.394 -5.132
H -1.361 0.079 -3.464
C -4.751 -2.431 5.661
C -3.631 -1.972 4.764
C -3.263 -2.708 3.647
C -2.217 -2.311 2.822
C -1.835 -3.174 1.652
C -1.515 -1.138 3.115
C -1.847 -0.401 4.249
C -1.114 0.866 4.615
C -2.907 -0.823 5.047
C -0.366 -0.699 2.223
O 0.790 -0.705 2.673
O -0.699 -0.222 1.094
H -5.383 -3.164 5.158
H -5.383 -1.599 5.971
H -4.363 -2.898 6.569
H -3.798 -3.624 3.415
H -2.446 -4.076 1.612
H -0.789 -3.483 1.728
H -1.945 -2.634 0.714
H -1.546 1.732 4.106
H -0.063 0.800 4.343
H -1.184 1.045 5.688
H -3.165 -0.235 5.923
C 5.062 1.495 0.550
N 4.119 0.384 0.493
C 4.456 -0.854 0.924
C 3.584 -1.874 0.889
C 2.296 -1.594 0.342
N 1.954 -0.413 -0.119
C 2.829 0.650 0.027
O 2.530 1.792 -0.253
N 1.397 -2.597 0.223
H 5.875 1.224 1.219
H 4.548 2.376 0.922
H 5.452 1.710 -0.445
H 5.465 -0.964 1.299
H 3.847 -2.851 1.258
H 1.500 -3.385 0.840
H 0.452 -2.308 0.017
```

spin multiplicity	2
total energy	-3541.97540	Eh
relative energy (zero: lowest compared OMol25 entry of this formula, charge and spin)	60.0	kJ/mol
⟨S²⟩	0.93
LUMO (alpha / beta)	0.2 / 0.3	eV
E_HOMO (alpha / beta)	-7.450 / -7.234	eV
frontier orbital gap (alpha / beta)	0.28286 / 0.27506	Eh

Löwdin population analysis, charges in e, atoms 1 to 2: Mn 0.735; C -0.028